(1)
Entry from OMol25: a molecular structure, C45H112Cl2O29P7Sr (ωB97M-V/def2-TZVPD).

Each line ends with the Löwdin charge.
Atoms and positions in Å:
Sr1 14.5893 16.0215 19.8024  1.593
C1 17.1816 15.8415 17.5094  -0.301
O1 16.1066 15.8569 18.3233  -0.645
H1 17.1275 14.8995 16.9793  0.044
H2 17.1797 16.7058 16.8141  0.074
H3 18.1627 15.8080 17.9979  0.042
C2 19.1924 19.4653 19.1560  -0.078
C3 19.8277 20.3958 18.2247  -0.254
O2 21.2793 20.3822 18.2606  -0.171
P1 22.0818 21.0883 19.3829  0.325
O3 21.5961 22.3590 19.9611  -0.231
O4 22.1608 20.0043 20.5601  -0.197
C4 22.8507 18.7145 20.2096  -0.230
C5 22.0371 17.6189 20.8387  -0.095
O5 23.4952 21.1042 18.7085  -0.192
C6 24.5332 22.0012 19.1618  -0.234
C7 24.6107 23.2603 18.3049  -0.066
H4 19.6833 18.4806 19.0522  0.051
H5 19.4462 19.7417 20.1570  0.075
H6 18.1281 19.3649 18.9645  0.084
H7 19.6095 20.1627 17.1612  0.116
H8 19.5166 21.4321 18.4431  0.125
H9 22.7917 18.5608 19.1179  0.100
H10 23.8781 18.8183 20.5267  0.117
H11 22.0946 17.7616 21.9290  0.084
H12 21.0001 17.7110 20.5226  0.044
H13 22.4615 16.6347 20.5094  0.086
H14 24.3657 22.3221 20.1862  0.118
H15 25.3066 21.2704 18.9793  0.120
H16 23.6203 23.7714 18.2793  0.091
H17 25.3484 23.9508 18.6602  0.067
H18 24.8401 23.0272 17.2628  0.076
C8 15.6850 11.5976 17.9976  -0.066
C9 15.0799 12.8361 17.4944  -0.252
O6 13.6538 12.6609 17.6503  -0.177
P2 12.7937 12.7799 18.9896  0.295
O7 13.0422 13.9994 19.7721  -0.330
O8 11.3591 12.8137 18.4698  -0.158
C10 10.7733 11.7149 17.6789  -0.247
C11 10.4135 12.1248 16.3458  -0.067
O9 12.9537 11.4329 19.7219  -0.167
C12 12.7785 11.4608 21.2081  -0.209
C13 11.3827 11.3507 21.7348  -0.048
H19 15.3100 10.6839 17.5499  0.095
H20 16.7515 11.6366 17.7073  0.086
H21 15.5666 11.6500 19.0853  0.079
H22 15.3945 13.7123 18.0842  0.084
H23 15.2738 13.0133 16.4418  0.120
H24 11.5519 10.9113 17.7136  0.133
H25 9.9441 11.4986 18.2864  0.110
H26 11.1946 12.8420 16.0559  0.080
H27 10.4463 11.2192 15.6894  0.109
H28 9.4010 12.5472 16.3435  0.094
H29 13.4306 10.6056 21.4354  0.125
H30 13.2976 12.3686 21.5203  0.098
H31 11.4643 11.0155 22.7406  0.074
H32 10.8238 12.2824 21.7068  0.090
H33 10.8995 10.5823 21.1427  0.088
C14 23.6530 12.0165 11.6757  -0.077
C15 24.0232 13.2068 12.5030  -0.237
O10 22.7290 13.8197 12.8256  -0.183
P3 22.7748 15.2681 13.4460  0.306
O11 23.4588 15.5348 14.7275  -0.220
O12 23.4535 16.0961 12.2984  -0.168
C16 22.8555 16.1616 10.9536  -0.257
C17 23.9070 16.1410 9.9101  -0.076
O13 21.2461 15.4888 13.4395  -0.182
C18 20.9027 16.8300 13.8198  -0.234
C19 19.4388 16.8605 14.2329  -0.052
H34 23.2027 12.3287 10.7237  0.079
H35 24.6147 11.5258 11.4376  0.095
H36 22.9493 11.3603 12.1830  0.080
H37 24.4997 12.9781 13.4500  0.122
H38 24.7440 13.8210 11.9595  0.112
H39 22.1121 15.3805 10.8175  0.117
H40 22.3565 17.1423 10.8980  0.118
H41 24.6527 16.8987 10.1474  0.084
H42 24.5035 15.2045 10.0523  0.083
H43 23.5502 16.2293 8.8651  0.098
H44 21.4516 17.1154 14.7067  0.094
H45 21.1007 17.4981 12.9642  0.125
H46 19.0518 17.8674 14.0997  0.065
H47 18.8691 16.2246 13.5628  0.073
H48 19.2267 16.5286 15.2429  0.044
C20 18.0963 17.4239 10.0232  -0.063
C21 17.1903 18.0797 10.9839  -0.259
O14 16.3626 17.1011 11.7017  -0.178
P4 15.3555 17.7185 12.7427  0.352
O15 14.4808 18.7910 12.2683  -0.217
O16 14.5740 16.4439 13.2696  -0.195
C22 15.2520 15.1974 13.5417  -0.244
C23 15.2143 14.3229 12.3010  -0.062
O17 16.3329 18.1423 13.9346  -0.211
C24 15.9419 19.2512 14.8924  -0.213
C25 17.1852 19.8286 15.4668  -0.080
H49 18.9084 16.9345 10.5594  0.072
H50 17.4630 16.7925 9.4120  0.091
H51 18.5388 18.2408 9.4264  0.097
H52 17.6963 18.5484 11.7935  0.099
H53 16.6450 18.7910 10.3948  0.118
H54 16.2720 15.2838 13.9700  0.109
H55 14.5873 14.7344 14.3095  0.111
H56 15.8448 13.4425 12.4084  0.050
H57 14.1720 14.0053 12.0928  0.091
H58 15.5623 14.8149 11.3905  0.074
H59 15.4520 19.9562 14.2169  0.106
H60 15.2514 18.8481 15.6357  0.104
H61 17.6798 20.3818 14.6660  0.091
H62 16.8681 20.5090 16.2777  0.085
H63 17.8532 19.0428 15.8597  0.066
C26 8.7588 19.0103 18.0973  -0.055
C27 9.9905 18.6516 17.3113  -0.233
O18 11.0318 18.2437 18.2461  -0.142
P5 12.5110 18.5521 17.9629  0.241
O19 13.3957 17.9378 18.9443  -0.362
O20 12.8671 18.1788 16.5219  -0.147
C28 12.5165 16.8815 15.8497  -0.166
C29 12.9529 15.7268 16.6368  -0.085
O21 12.5104 20.0937 18.0152  -0.151
C30 13.5341 21.0619 17.5932  -0.187
C31 13.1854 21.7169 16.2729  -0.050
H64 8.0744 19.5178 17.3995  0.094
H65 8.2318 18.1487 18.4876  0.078
H66 9.0741 19.5997 18.9452  0.083
H67 9.8129 17.7330 16.7767  0.105
H68 10.2821 19.4232 16.6032  0.126
H69 11.4546 16.8436 15.6249  0.118
H70 13.0330 16.9413 14.9110  0.099
H71 12.5032 15.6656 17.6269  0.066
H72 12.6620 14.8468 16.0431  0.094
H73 14.0406 15.7416 16.8159  0.083
H74 13.5352 21.7313 18.4414  0.121
H75 14.5183 20.5993 17.5328  0.106
H76 12.1670 22.0376 16.2142  0.077
H77 13.7752 22.5750 16.1302  0.066
H78 13.4005 21.0702 15.4184  0.077
C32 20.9453 9.6684 9.6169  -0.070
C33 20.3513 10.7957 10.4130  -0.253
O22 19.6190 10.1103 11.4621  -0.198
P6 18.6491 10.9354 12.4407  0.323
O23 17.8285 11.9414 11.7478  -0.230
O24 17.9650 9.7891 13.2128  -0.165
C34 16.9670 8.9044 12.5912  -0.223
C35 15.6437 9.5799 12.6182  -0.089
O25 19.6028 11.5410 13.5128  -0.148
C36 19.4191 12.9936 13.7761  -0.225
C37 18.3583 13.1463 14.8168  -0.096
H79 21.4256 10.0296 8.7000  0.086
H80 21.7354 9.2297 10.2308  0.080
H81 20.2076 8.9050 9.4601  0.075
H82 21.0692 11.5264 10.8302  0.100
H83 19.5459 11.2930 9.8542  0.116
H84 17.3374 8.7197 11.5875  0.114
H85 16.9475 7.9552 13.1385  0.125
H86 15.3367 9.8444 13.6611  0.090
H87 15.6807 10.5356 12.1117  0.056
H88 14.8518 8.9422 12.1573  0.096
H89 20.3131 13.3190 14.2842  0.081
H90 19.1843 13.5837 12.8958  0.115
H91 17.4584 12.6643 14.4747  0.068
H92 18.6411 12.7307 15.7981  0.058
H93 18.1840 14.2118 14.9948  0.051
C38 17.8565 16.3651 25.4605  -0.058
C39 17.7708 15.8871 24.0299  -0.204
O26 16.9179 14.6955 24.0449  -0.171
P7 16.4194 14.2026 22.6967  0.283
O27 15.4700 15.0909 21.9442  -0.364
O28 17.7865 13.9330 22.0238  -0.165
C40 17.8792 13.5111 20.5951  -0.215
C41 18.6242 12.2638 20.4158  -0.061
O29 15.7682 12.8474 23.0516  -0.177
C42 16.5880 11.9518 23.9191  -0.175
C43 15.7228 10.6701 23.9518  -0.047
H94 18.4734 15.6483 26.0348  0.093
H95 18.3369 17.3320 25.4278  0.078
H96 16.9145 16.5110 25.9862  0.086
H97 17.1852 16.5881 23.4451  0.114
H98 18.6893 15.5337 23.5637  0.125
H99 16.8622 13.5137 20.1986  0.099
H100 18.3402 14.3805 20.1704  0.113
H101 18.0876 11.5665 21.0424  0.074
H102 18.6637 11.8798 19.3810  0.082
H103 19.6502 12.3673 20.8104  0.101
H104 17.5709 11.8699 23.4795  0.111
H105 16.5305 12.4664 24.8698  0.114
H106 15.9604 10.2057 22.9913  0.075
H107 16.0246 10.0252 24.7739  0.082
H108 14.6659 10.8819 23.9809  0.069
Cl1 21.1193 11.9356 17.1694  0.594
C44 21.3522 13.5800 17.8062  -0.631
C45 20.9504 14.6501 16.8228  -0.625
Cl2 21.0746 16.2865 17.5595  0.629
H109 22.4074 13.6883 18.0507  0.081
H110 20.6816 13.6057 18.6586  0.038
H111 19.9155 14.6060 16.4412  0.043
H112 21.6217 14.6288 15.9802  0.032

Calculated values
Net charge: +1
Orbital gap in eV: 9.15
HOMO level in eV: -10.76
Strongest force on any atom in eV/Å: 3.45

***

(2)
Entry from OMol25: 9 unconnected molecules or ions with the total composition C15H48N2O9 (ωB97M-V/def2-TZVPD).

Each line ends with the Löwdin charge.
Atoms and positions in Å:
N1 -0.1839 0.2514 -0.2080  0.163
C1 0.6381 1.2364 -0.3340  -0.574
N2 1.8591 0.8794 0.0020  0.148
O1 0.2981 2.5514 -0.6520  -0.114
H1 -1.2279 0.3984 -0.2940  0.073
H2 0.1271 -0.6956 0.0680  0.091
H3 2.6081 1.5734 -0.1380  0.147
H4 2.0841 -0.0336 0.4460  0.075
C2 0.2891 -0.6566 -4.9070  -0.075
C3 -0.0069 0.0544 -3.6380  -0.311
O2 -0.9339 -0.7076 -2.8570  -0.087
H5 0.8551 -0.0936 -5.5260  0.042
H6 -0.6169 -0.7726 -5.4970  0.091
H7 0.7381 -1.5846 -4.8340  0.051
H8 -0.2689 1.0454 -3.9110  0.097
H9 0.8701 0.1044 -3.0220  0.086
H10 -0.9799 -0.2716 -1.9760  0.036
C4 0.4991 -1.2096 2.5590  -0.054
C5 1.9511 -1.7166 2.5710  -0.241
O3 2.3231 -1.6326 1.2120  -0.108
H11 0.4791 -0.2746 2.0680  0.023
H12 -0.0559 -1.1446 3.5030  0.096
H13 -0.1179 -1.7486 1.8910  0.043
H14 2.0541 -2.7336 2.9460  0.124
H15 2.4961 -1.0766 3.1820  0.065
H16 3.0761 -2.2116 1.0440  0.106
C6 -2.3299 -4.2646 -0.1300  -0.081
C7 -1.8989 -2.8546 -0.3170  -0.327
O4 -0.4939 -2.6836 -0.4760  -0.091
H17 -2.1949 -4.7976 -1.0580  0.080
H18 -3.3569 -4.2936 0.1940  0.079
H19 -1.7939 -4.7306 0.6590  0.068
H20 -2.0329 -2.3226 0.6380  0.108
H21 -2.5669 -2.3356 -1.0240  0.118
H22 -0.2219 -3.1976 -1.2310  0.085
C8 2.7171 -1.8366 -1.8640  -0.066
C9 3.8071 -2.8566 -2.1290  -0.347
O5 3.3081 -4.0816 -2.4880  -0.042
H23 2.1481 -1.6756 -2.7640  0.063
H24 3.0841 -0.8816 -1.4770  0.076
H25 2.0621 -2.1766 -1.1070  0.036
H26 4.2791 -3.0736 -1.1590  0.104
H27 4.6091 -2.4906 -2.7820  0.118
H28 4.0141 -4.6986 -2.4700  0.072
C10 -2.8519 2.3704 -2.1740  -0.070
C11 -3.5419 1.3424 -1.4560  -0.328
O6 -2.7189 0.7504 -0.5090  -0.082
H29 -2.3849 3.1714 -1.5590  0.086
H30 -3.4969 2.7544 -2.9510  0.088
H31 -2.0089 1.9384 -2.7480  0.077
H32 -4.0329 0.6004 -2.1120  0.132
H33 -4.3719 1.7684 -0.9140  0.123
H34 -3.3009 0.4984 0.1980  0.098
C12 -1.1049 1.8234 3.6270  -0.071
C13 -2.2149 1.1644 2.8440  -0.297
O7 -3.0269 2.2074 2.3210  -0.085
H35 -0.6109 2.6164 3.0620  0.056
H36 -0.3669 1.1104 3.9820  0.056
H37 -1.4589 2.3814 4.4620  0.070
H38 -2.8179 0.5004 3.4530  0.116
H39 -1.7529 0.6474 2.0410  0.062
H40 -2.5839 2.7274 1.6530  0.010
C14 -0.7119 4.6044 1.2800  -0.134
O8 -1.8029 3.9094 0.7010  -0.150
H41 0.1111 3.9284 1.4940  0.055
H42 -0.9529 4.8874 2.2850  0.073
H43 -0.4859 5.4754 0.6310  0.100
H44 -1.4689 3.3344 0.0070  0.019
C15 3.2611 1.5524 3.1180  -0.239
O9 2.2371 2.2024 2.5710  -0.090
H45 2.9321 1.1264 4.0740  0.081
H46 4.2081 2.0514 3.3750  0.091
H47 3.5631 0.6944 2.5440  0.058
H48 1.7651 1.5814 1.9850  0.050

Calculated values
Orbital gap in eV: 9.52
HOMO level in eV: -9.31
Strongest force on any atom in eV/Å: 7.01

***

(3)
Entry from OMol25: 8 unconnected molecules or ions with the total composition C24H56N8O8 (ωB97M-V/def2-TZVPD).

Each line ends with the Löwdin charge.
Atoms and positions in Å:
C1 -25.5079 -29.1790 10.0640  -0.046
N1 -24.5997 -30.2271 9.6857  -0.227
C2 -24.9236 -30.8736 8.4781  -0.084
C3 -23.6223 -30.6875 10.4815  -0.364
O1 -23.4017 -30.2198 11.5620  0.029
H1 -24.9406 -28.3907 10.5588  0.092
H2 -26.2418 -29.5582 10.7751  0.098
H3 -25.9977 -28.6733 9.2319  0.091
H4 -24.2001 -31.6355 8.1881  0.088
H5 -25.8748 -31.3269 8.7571  0.097
H6 -25.0061 -30.1740 7.6463  0.091
H7 -23.0340 -31.5043 10.0355  0.135
C4 -37.2031 -25.9602 17.8440  -0.051
N2 -38.6224 -25.6328 17.5795  -0.164
C5 -39.3042 -26.4541 16.5796  -0.047
C6 -39.2132 -24.6554 18.2220  -0.410
O2 -40.3763 -24.3844 18.1927  0.044
H8 -36.9614 -26.9546 18.2194  0.079
H9 -36.7378 -25.3302 18.6021  0.081
H10 -36.6494 -25.9034 16.9068  0.082
H11 -40.2194 -26.0341 16.1624  0.091
H12 -38.6605 -26.8484 15.7933  0.081
H13 -39.6518 -27.4372 16.8972  0.082
H14 -38.4434 -24.0814 18.7608  0.132
C7 -30.3154 -21.9092 14.1533  -0.050
N3 -30.7008 -23.0970 13.2874  -0.175
C8 -31.2291 -24.2261 14.1274  -0.042
C9 -30.3277 -23.1434 11.9598  -0.332
O3 -30.4262 -24.1451 11.2590  -0.003
H15 -30.1627 -20.9791 13.6059  0.077
H16 -29.4330 -22.0447 14.7788  0.078
H17 -31.2228 -21.8726 14.7561  0.072
H18 -30.3878 -24.6949 14.6378  0.088
H19 -32.0040 -24.0117 14.8633  0.077
H20 -31.7018 -24.9237 13.4360  0.080
H21 -29.7546 -22.2483 11.6723  0.129
C10 -27.7343 -38.7660 11.1901  -0.072
N4 -28.1402 -39.8085 12.0938  -0.191
C11 -28.5889 -41.0428 11.4812  -0.048
C12 -28.1344 -39.5349 13.3855  -0.319
O4 -28.4559 -40.3803 14.2648  -0.039
H22 -27.2047 -37.9558 11.6911  0.083
H23 -28.5793 -38.1613 10.8610  0.086
H24 -27.2456 -39.1326 10.2874  0.093
H25 -29.4260 -40.8477 10.8108  0.095
H26 -27.8180 -41.7533 11.1829  0.096
H27 -29.1116 -41.7312 12.1452  0.082
H28 -27.7604 -38.5450 13.6896  0.136
C13 -33.0664 -31.6547 16.1702  -0.073
N5 -32.0455 -32.1530 15.2737  -0.206
C14 -30.8690 -31.2682 15.1890  -0.035
C15 -32.2634 -33.2694 14.5115  -0.357
O5 -31.6352 -33.6752 13.5698  0.028
H29 -33.3511 -30.6604 15.8260  0.087
H30 -32.5926 -31.5701 17.1481  0.085
H31 -33.9211 -32.3311 16.1759  0.083
H32 -30.0836 -31.8530 14.7102  0.088
H33 -31.1276 -30.3773 14.6166  0.090
H34 -30.5017 -30.9782 16.1734  0.085
H35 -33.1875 -33.7735 14.8342  0.126
C16 -35.6531 -30.3336 21.9644  -0.046
N6 -35.0358 -29.2292 22.8147  -0.172
C17 -33.8011 -28.6811 22.2138  -0.055
C18 -35.7338 -28.6387 23.8484  -0.340
O6 -35.5041 -27.5256 24.2741  0.012
H36 -35.9151 -30.0292 20.9510  0.074
H37 -36.5458 -30.7537 22.4277  0.076
H38 -34.9374 -31.1439 21.8258  0.075
H39 -33.3680 -27.9167 22.8590  0.086
H40 -33.0636 -29.4836 22.2201  0.078
H41 -33.8718 -28.4102 21.1604  0.082
H42 -36.6654 -29.1678 24.1020  0.129
C19 -36.0071 -42.5655 15.1508  -0.062
N7 -34.7622 -41.8653 15.2827  -0.209
C20 -34.3994 -41.0311 14.0898  -0.046
C21 -33.8803 -42.1027 16.2972  -0.333
O7 -34.1173 -42.8109 17.2689  -0.001
H43 -35.9806 -43.0624 14.1811  0.091
H44 -36.7514 -41.7693 15.1658  0.087
H45 -36.1907 -43.1762 16.0348  0.088
H46 -34.0799 -40.0424 14.4190  0.083
H47 -33.6460 -41.6067 13.5519  0.085
H48 -35.1754 -40.7527 13.3767  0.081
H49 -32.8730 -41.7860 15.9853  0.136
C22 -27.9014 -22.1556 20.3391  -0.084
N8 -28.6100 -23.3033 19.8929  -0.209
C23 -30.0489 -23.2138 19.9505  -0.061
C24 -28.0319 -24.4338 19.3521  -0.335
O8 -28.6418 -25.4333 19.0945  0.020
H50 -26.8897 -21.9543 19.9869  0.094
H51 -28.0247 -22.0298 21.4148  0.091
H52 -28.4212 -21.3141 19.8810  0.081
H53 -30.3469 -22.4792 19.2023  0.087
H54 -30.6350 -24.0091 19.4900  0.086
H55 -30.3961 -22.9970 20.9607  0.096
H56 -26.9532 -24.3686 19.1412  0.134

Calculated values
Orbital gap in eV: 8.89
HOMO level in eV: -9.09
Strongest force on any atom in eV/Å: 4.75

***

(4)
Entry from OMol25: 2 unconnected molecules or ions with the total composition C5H14BClIN2O8P (ωB97M-V/def2-TZVPD).

Each line ends with the Löwdin charge.
Atoms and positions in Å:
C1 4.0124 0.0475 -0.6883  -0.099
C2 2.8516 -1.1040 -0.8105  -0.261
O1 1.5876 -0.6418 -1.4192  -0.290
P1 0.6856 0.3673 -0.3050  1.137
C3 -1.0224 -0.4032 0.0606  -0.262
C4 -2.1316 -0.2452 -1.1354  -0.282
C5 -3.4721 0.4911 -0.4935  -0.633
I1 -3.3670 2.6842 -0.4873  0.736
O2 1.4902 0.5400 1.2697  -0.226
N1 0.6065 1.2259 2.0491  -0.063
O3 1.1954 1.6504 3.0331  0.089
B1 0.6368 2.1303 -1.0579  -0.544
N2 1.1794 2.4735 -2.4352  0.139
O4 0.0784 3.2609 -0.2614  -0.063
H1 3.8048 0.8798 0.1104  0.075
H2 5.0171 -0.4926 -0.3394  0.108
H3 4.1883 0.6153 -1.7183  0.102
H4 3.2549 -1.9732 -1.4836  0.143
H5 2.5527 -1.6045 0.2264  0.143
H6 -1.5296 -0.0112 1.0618  0.113
H7 -0.8427 -1.5701 0.2362  0.130
H8 -1.7406 0.2536 -2.1189  0.106
H9 -2.4860 -1.3485 -1.4225  0.141
H10 -3.6600 0.1685 0.6365  0.078
H11 -4.4416 0.1442 -1.0919  0.078
H12 1.0064 1.7214 -3.1374  0.088
H13 0.8741 3.4165 -2.7662  0.105
H14 0.8797 3.6227 0.2416  0.128
O5 -2.9112 -4.3496 2.1662  -0.373
Cl1 -2.2416 -3.2599 2.8492  0.643
O6 -2.1880 -2.1029 1.9769  -0.435
O7 -0.8939 -3.6641 3.1993  -0.383
O8 -2.9734 -2.9225 4.0548  -0.367

Calculated values
Orbital gap in eV: 5.96
HOMO level in eV: -8.35
Strongest force on any atom in eV/Å: 5.58